1.
{
  "formula": "C19H44F6N5O15S6V",
  "method": "the ωB97M-V functional and the def2-TZVPD basis",
  "elements": ["O", "V", "O", "C", "C", "N", "C", "C", "C", "C", "C", "O", "C", "H", "H", "H", "H", "H", "H", "H", "H", "H", "H", "H", "H", "H", "H", "H", "H", "H", "H", "H", "H", "C", "C", "C", "C", "N", "C", "C", "C", "C", "C", "C", "C", "H", "H", "H", "H", "H", "H", "H", "H", "H", "H", "H", "H", "H", "H", "H", "H", "H", "H", "H", "H", "H", "H", "H", "H", "N", "S", "O", "O", "F", "S", "O", "O", "F", "N", "S", "O", "O", "F", "S", "O", "O", "F", "N", "S", "O", "O", "F", "S", "O", "O", "F"],
  "xyz": [[-1.7489, -4.2166, 0.0837], [-0.2009, -3.7977, -0.1057], [0.1503, -4.0472, -1.5856], [-7.9837, 0.8899, 10.2262], [-6.8833, -0.0230, 9.6112], [-6.3409, 0.3707, 8.1737], [-5.8227, 1.8341, 8.2487], [-5.2192, -0.5643, 7.6242], [-3.8690, -0.3722, 8.3557], [-7.6079, 0.5055, 7.0921], [-7.2849, 0.8517, 5.6281], [-6.9227, -0.2974, 4.9101], [-7.1510, -0.2680, 3.5107], [-7.6570, 1.8916, 10.5055], [-8.3762, 0.5700, 11.1914], [-8.8087, 1.0652, 9.5357], [-7.2989, -1.0142, 9.4298], [-6.0591, -0.1735, 10.3085], [-6.5004, 2.6285, 8.5613], [-5.2890, 2.0455, 7.3221], [-4.9980, 1.7723, 8.9587], [-5.2247, -0.4717, 6.5382], [-5.5729, -1.5893, 7.7348], [-3.9088, -0.2749, 9.4407], [-3.4640, 0.5685, 7.9826], [-3.1189, -1.1132, 8.0795], [-8.3218, 1.2453, 7.4541], [-8.1015, -0.4658, 7.1249], [-6.5913, 1.6875, 5.5370], [-8.2048, 1.2856, 5.2361], [-6.8415, 0.6191, 2.9581], [-8.1984, -0.4334, 3.2585], [-6.6681, -1.1114, 3.0172], [3.7581, 1.9998, -10.1055], [4.9323, 1.9396, -9.1203], [4.4966, 1.6415, -7.7206], [5.7192, 1.8533, -6.8185], [5.5761, 1.6300, -5.2655], [5.2483, 0.1565, -4.9325], [6.0186, -0.1691, -3.6290], [7.0102, 0.9643, -3.4003], [7.0508, 1.6981, -4.7108], [4.5663, 2.5741, -4.5286], [5.0099, 4.0122, -4.4032], [5.4577, 4.4777, -2.9995], [2.9029, 1.5413, -9.6089], [4.1587, 1.4305, -10.9443], [3.4021, 3.0211, -10.2410], [5.4433, 2.8993, -9.1972], [5.7454, 1.2923, -9.4490], [4.1776, 0.6085, -7.5818], [3.6649, 2.2524, -7.3696], [5.9837, 2.9103, -6.8491], [6.5647, 1.2898, -7.2131], [4.1777, -0.0084, -4.8111], [5.5807, -0.5328, -5.7086], [5.3180, -0.2775, -2.8011], [6.5382, -1.1273, -3.6380], [6.6797, 1.5731, -2.5588], [7.9834, 0.4969, -3.2502], [7.2965, 2.7584, -4.6523], [7.7846, 1.1678, -5.3178], [4.3098, 2.2118, -3.5331], [3.6459, 2.5607, -5.1123], [4.0877, 4.5481, -4.6278], [5.7061, 4.2477, -5.2082], [5.3699, 5.5624, -2.9387], [6.4810, 4.1802, -2.7703], [4.8280, 4.2578, -2.1374], [2.3309, -6.5326, 2.4760], [1.9686, -6.9778, 4.1124], [2.9264, -6.4927, 5.0989], [1.1619, -8.1930, 4.3472], [0.8129, -5.8575, 4.1591], [3.3633, -7.6167, 2.3953], [2.9254, -8.9778, 2.2593], [4.6717, -7.3120, 2.9759], [3.6931, -7.3990, 0.8469], [0.7962, 0.2913, 1.6790], [1.8211, 0.7910, 2.6896], [1.3279, 0.6825, 4.0320], [2.7612, 1.8601, 2.2806], [2.7051, -0.6184, 2.6096], [-0.1604, 1.7316, 1.9212], [0.1480, 2.8695, 1.0671], [-0.8794, 1.9551, 3.1518], [-1.3174, 1.0953, 0.9815], [-3.8221, -1.1579, -7.6692], [-3.2872, -1.3246, -6.3065], [-2.0224, -0.7002, -5.9616], [-3.5205, -2.6352, -5.6532], [-4.2497, -0.3879, -5.4577], [-2.8174, -2.3871, -8.3845], [-3.4417, -3.7174, -8.3157], [-1.3861, -2.2789, -8.2444], [-3.0955, -1.9494, -9.8847]],
  "lumo_ev": -4.78,
  "fmax_ha_per_bohr": 0.19128,
  "e_tot_ev": -165565.963,
  "orbital_gap_ev": 3.0
}


2.
{
  "formula": "CH3NS2",
  "method": "the ωB97M-V functional and the def2-TZVPD basis",
  "elements": ["S", "C", "N", "S", "H", "H", "H"],
  "xyz": [[-2.4101, 0.0030, 0.0370], [-0.8066, -0.1120, 0.4348], [0.1168, 0.2654, -0.4126], [1.7833, 0.3451, 0.1201], [-0.6854, -0.5159, 1.5077], [-0.1729, 0.8872, -1.0910], [2.1748, -0.8730, -0.5960]],
  "relative_energy_kj_mol": 119.0,
  "lumo_ev": 0.26,
  "fmax_ha_per_bohr": 0.08650,
  "smiles": "S=CNS",
  "e_tot_ev": -24244.882,
  "orbital_gap_ev": 8.8
}


3.
{
  "formula": "C43H46As2BrCeINO7S",
  "method": "the ωB97M-V functional and the def2-TZVPD basis",
  "elements": ["Ce", "C", "C", "C", "C", "C", "C", "C", "C", "C", "C", "H", "H", "H", "H", "H", "H", "H", "H", "H", "H", "H", "H", "H", "H", "H", "O", "As", "O", "O", "C", "C", "C", "C", "C", "C", "S", "O", "O", "O", "H", "H", "H", "H", "H", "I", "Br", "C", "C", "C", "C", "N", "C", "H", "H", "H", "H", "C", "C", "C", "C", "O", "H", "H", "H", "H", "H", "H", "H", "H", "H", "C", "C", "C", "C", "C", "C", "As", "C", "C", "C", "C", "C", "C", "C", "C", "C", "C", "C", "C", "H", "H", "H", "H", "H", "H", "H", "H", "H", "H", "H", "H", "H"],
  "xyz": [[12.8663, 10.0388, 10.2726], [14.1047, 13.6350, 8.0618], [14.9394, 14.1816, 9.0962], [16.0561, 13.3447, 9.2521], [15.9991, 12.3218, 8.2937], [14.8249, 12.5431, 7.5082], [14.4765, 11.7909, 6.2727], [16.8787, 11.1276, 8.1989], [17.1957, 13.6870, 10.1604], [14.6137, 15.4162, 9.8608], [12.7213, 14.0702, 7.7425], [15.0637, 12.1282, 5.3882], [13.4029, 11.9234, 6.0355], [14.6531, 10.7186, 6.3735], [17.9552, 11.3974, 8.1638], [16.6835, 10.5410, 7.3000], [16.7750, 10.4671, 9.0637], [17.7973, 14.5045, 9.7299], [17.8598, 12.8167, 10.3199], [16.8806, 14.0171, 11.1478], [15.2002, 16.2858, 9.5676], [14.7781, 15.2475, 10.9150], [13.5604, 15.6867, 9.7504], [12.7199, 14.9660, 7.1094], [12.1192, 14.3010, 8.6240], [12.2061, 13.2874, 7.1686], [11.2827, 8.4939, 5.9454], [10.8798, 9.9065, 7.0191], [11.0951, 11.1454, 5.9818], [12.1175, 9.6656, 8.2446], [9.1636, 9.2779, 7.7274], [8.6282, 8.2074, 6.9800], [7.4391, 7.6122, 7.4544], [6.8018, 8.2537, 8.5163], [7.2890, 9.3952, 9.1256], [8.5873, 9.8570, 8.8182], [9.5340, 10.3917, 10.3053], [8.4623, 10.8188, 11.1834], [10.3461, 9.1712, 10.5823], [10.5664, 11.5170, 10.0349], [12.0286, 8.8016, 5.3950], [9.2011, 7.8655, 6.1013], [7.0262, 6.7128, 7.0137], [5.8813, 7.8468, 8.9277], [6.7428, 9.9329, 9.8702], [15.6863, 11.2631, 11.9125], [16.9323, 6.9288, 6.8371], [16.1560, 7.1095, 8.5566], [16.8720, 6.6665, 9.6816], [16.3888, 7.0251, 10.9503], [15.1792, 7.7195, 11.0350], [14.4886, 8.0420, 9.9229], [14.9210, 7.7042, 8.7173], [17.8149, 6.1488, 9.5517], [16.9182, 6.6589, 11.8452], [14.7441, 8.0628, 11.9638], [14.3025, 7.8954, 7.8428], [12.1805, 6.8485, 12.5147], [12.2274, 8.2501, 13.1071], [10.8116, 8.7062, 13.4833], [13.2207, 8.3500, 14.2829], [12.7837, 9.0745, 12.1005], [11.6483, 6.1465, 13.1596], [13.1735, 6.4466, 12.3458], [11.6512, 6.9092, 11.5487], [10.2046, 7.8284, 13.6945], [10.3511, 9.2357, 12.6513], [10.7727, 9.3412, 14.3804], [12.8073, 7.9222, 15.1639], [13.4404, 9.4161, 14.4483], [14.1682, 7.8627, 14.0486], [9.3940, 12.0420, 16.3758], [10.7835, 11.9310, 16.3371], [11.4657, 12.1079, 15.1233], [10.7593, 12.4696, 13.9633], [9.3663, 12.5288, 14.0082], [8.6883, 12.3437, 15.2101], [11.8148, 12.9621, 12.3684], [12.9044, 14.3282, 13.2969], [14.0170, 14.0197, 14.0577], [14.6652, 15.0352, 14.7710], [14.2087, 16.3443, 14.7793], [13.1428, 16.6908, 13.9391], [12.4634, 15.6748, 13.2208], [11.3180, 15.8337, 12.3406], [10.5882, 17.0122, 12.0676], [9.5424, 16.9311, 11.1532], [9.1932, 15.7267, 10.5446], [9.9183, 14.5715, 10.8196], [10.9111, 14.5994, 11.7826], [8.8311, 11.8116, 17.2725], [11.3652, 11.6953, 17.2541], [12.5765, 12.0304, 15.0984], [8.7966, 12.6509, 13.0896], [7.6086, 12.4308, 15.2281], [14.3798, 12.9883, 14.0725], [15.5258, 14.7583, 15.3945], [14.6213, 17.1045, 15.4548], [12.8284, 17.7513, 13.7960], [10.8970, 17.9515, 12.5449], [8.9276, 17.7971, 10.9971], [8.3488, 15.7045, 9.8390], [9.7280, 13.6415, 10.3002]],
  "relative_energy_kj_mol": 63.2,
  "lumo_ev": 3.68,
  "s2": 0.751,
  "total_charge": -2,
  "spin_multiplicity": 2,
  "fmax_ha_per_bohr": 0.06714,
  "e_tot_ev": -284748.732,
  "orbital_gap_ev": 3.6
}


4.
{
  "formula": "C52H44BrIrNO4PSb",
  "method": "the ωB97M-V functional and the def2-TZVPD basis",
  "elements": ["Ir", "O", "C", "C", "C", "C", "C", "C", "C", "C", "N", "H", "H", "H", "H", "H", "H", "H", "H", "H", "H", "H", "O", "C", "C", "C", "C", "C", "C", "C", "P", "C", "C", "C", "C", "C", "C", "C", "C", "C", "C", "C", "C", "H", "H", "H", "H", "H", "H", "H", "H", "H", "H", "H", "H", "H", "H", "Br", "C", "C", "C", "C", "C", "C", "C", "O", "O", "H", "H", "H", "H", "C", "C", "C", "C", "C", "C", "Sb", "C", "C", "C", "C", "C", "C", "C", "C", "C", "C", "C", "C", "H", "H", "H", "H", "H", "H", "H", "H", "H", "H", "H", "H", "H", "H", "H"],
  "xyz": [[0.5452, -2.0357, -0.0808], [0.5260, -3.4350, -1.7149], [-0.2690, -3.5951, -2.8997], [-0.3442, -2.3165, -3.7106], [-0.7028, -1.0828, -2.8665], [-1.7711, -1.3435, -1.8426], [-3.1092, -1.2595, -2.2127], [-4.1077, -1.5311, -1.3026], [-3.7524, -1.8656, -0.0032], [-2.4180, -1.9235, 0.3166], [-1.4398, -1.6913, -0.5816], [1.5173, -3.5781, -1.8949], [-1.2584, -3.9184, -2.5712], [0.1674, -4.4020, -3.4885], [-1.0639, -2.4699, -4.5179], [0.6226, -2.1283, -4.1816], [-1.0646, -0.2860, -3.5183], [0.1906, -0.6862, -2.3898], [-3.3457, -0.9606, -3.2247], [-5.1474, -1.4657, -1.5919], [-4.4942, -2.0654, 0.7563], [-2.0940, -2.1473, 1.3214], [0.5708, 0.7040, -0.7239], [0.3434, -0.0110, 0.2103], [-0.3571, 0.4381, 1.4642], [-0.8938, 1.7068, 1.6155], [-1.5721, 2.0067, 2.7898], [-1.7072, 1.0565, 3.7967], [-1.1297, -0.2019, 3.6663], [-0.4551, -0.4980, 2.4947], [0.7112, -1.8105, 2.1027], [0.4557, -3.3664, 2.9864], [-0.4270, -4.2867, 2.4144], [-0.6630, -5.5092, 3.0204], [-0.0079, -5.8345, 4.1997], [0.8905, -4.9396, 4.7606], [1.1264, -3.7124, 4.1592], [2.2211, -1.0029, 2.7369], [2.2852, -0.7089, 4.1009], [3.3709, -0.0292, 4.6278], [4.3927, 0.3976, 3.7922], [4.3070, 0.1653, 2.4280], [3.2276, -0.5272, 1.8997], [-0.7912, 2.4350, 0.8238], [-2.0034, 2.9912, 2.9162], [-2.2529, 1.3043, 4.6978], [-1.2059, -0.9320, 4.4631], [-0.9118, -4.0602, 1.4732], [-1.3450, -6.2135, 2.5634], [-0.1839, -6.7923, 4.6710], [1.4241, -5.1988, 5.6651], [1.8624, -3.0531, 4.5951], [1.4738, -0.9838, 4.7638], [3.4110, 0.1749, 5.6894], [5.2439, 0.9249, 4.2016], [5.0855, 0.5203, 1.7658], [3.1774, -0.6947, 0.8352], [5.9182, -3.4847, 4.2333], [5.8239, -3.7691, 2.3633], [6.9401, -4.2186, 1.6749], [6.8538, -4.4182, 0.3038], [5.6687, -4.1681, -0.3701], [4.5630, -3.7070, 0.3342], [4.6356, -3.5113, 1.7096], [3.2978, -3.4059, -0.3948], [3.1464, -3.7601, -1.5676], [2.4106, -2.7971, 0.3299], [7.8632, -4.4112, 2.2038], [7.7210, -4.7705, -0.2380], [5.5888, -4.3218, -1.4372], [3.7738, -3.1594, 2.2561], [-2.8409, 7.1008, -5.3765], [-1.7850, 7.1800, -4.4816], [-1.3267, 6.0369, -3.8393], [-1.9205, 4.7996, -4.0786], [-2.9653, 4.7302, -4.9973], [-3.4292, 5.8715, -5.6356], [-1.1429, 3.0256, -3.1538], [-2.9767, 2.4035, -2.2070], [-3.1285, 2.3719, -0.8215], [-4.3202, 1.9582, -0.2392], [-5.3854, 1.5649, -1.0369], [-5.2399, 1.5589, -2.4174], [-4.0414, 1.9605, -2.9927], [-0.2603, 4.0643, -1.5088], [-0.9849, 4.9681, -0.7291], [-0.3639, 5.6839, 0.2850], [0.9974, 5.5211, 0.5173], [1.7316, 4.6404, -0.2626], [1.1025, 3.9111, -1.2652], [-3.2000, 7.9914, -5.8753], [-1.3142, 8.1338, -4.2805], [-0.5022, 6.1233, -3.1420], [-3.4347, 3.7827, -5.2309], [-4.2475, 5.7988, -6.3406], [-2.3176, 2.6965, -0.1820], [-4.4200, 1.9589, 0.8400], [-6.3241, 1.2659, -0.5870], [-6.0644, 1.2511, -3.0487], [-3.9506, 1.9297, -4.0725], [-2.0385, 5.1299, -0.9280], [-0.9351, 6.3868, 0.8786], [1.4856, 6.0894, 1.2989], [2.7939, 4.5197, -0.0915], [1.6843, 3.2226, -1.8659]],
  "relative_energy_kj_mol": 89.6,
  "lumo_ev": -2.63,
  "total_charge": 1,
  "fmax_ha_per_bohr": 0.01948,
  "e_tot_ev": -153022.413,
  "orbital_gap_ev": 7.6
}